No. 1
DFT (wB97M-V/def2-TZVPD) results for a molecular structure, C8H6Cl2FeLaN2O3.

ORCA input file:
```
! RIJCOSX wB97M-V def2-TZVPD def2/J DEFGRID3
* xyz 4 6
Fe 0.121 0.507 -4.155
La 0.844 1.012 -1.382
Cl -1.477 1.357 -2.819
Cl 2.553 -0.783 -1.952
C -0.544 -0.786 -0.125
C -0.168 1.453 -5.604
C 0.682 -0.653 -5.422
O -1.268 -1.513 0.424
O -0.433 1.909 -6.644
O 0.816 -1.147 -6.477
N 0.720 2.184 5.037
C 0.648 1.897 3.704
C 1.604 1.092 3.043
C 1.504 0.885 1.673
N 0.527 1.491 0.935
C -0.477 2.164 1.567
C -0.433 2.366 2.935
H 1.512 1.917 5.606
H 0.033 2.818 5.450
H 2.440 0.690 3.614
H 2.213 0.283 1.096
H -1.268 2.581 0.937
H -1.182 2.972 3.429
*
```

<S²>: 8.822
Strongest force on any atom, Eh/bohr: 0.2589
HOMO-LUMO gap (spin up / spin down), eV: 8.585 / 6.652

---

No. 2
DFT (wB97M-V/def2-TZVPD) results for a molecular structure, C8H6F11N3O4PdS2.

ORCA input file:
```
! RIJCOSX wB97M-V def2-TZVPD def2/J DEFGRID3
* xyz 2 5
Pd 1.036 0.587 -0.834
F -1.064 -2.250 -0.960
C -1.450 -2.057 -2.236
F -2.735 -1.806 -2.270
F -1.134 -3.092 -2.960
S -0.523 -0.570 -2.865
O 0.884 -0.815 -2.481
O -0.848 -0.273 -4.205
N -1.029 0.535 -1.739
S -0.901 2.115 -2.243
O -1.760 2.498 -3.291
O 0.546 2.332 -2.293
C -1.460 2.880 -0.641
F -1.537 4.169 -0.774
F -0.538 2.562 0.301
F -2.615 2.350 -0.281
F 3.082 0.613 1.517
C 2.818 1.400 0.489
F 2.490 2.607 0.876
C 3.933 1.343 -0.604
F 3.894 0.099 -1.110
F 5.112 1.576 -0.082
F 3.648 2.223 -1.543
C -2.289 -1.825 3.377
N -1.042 -1.592 2.614
C 0.114 -2.209 2.744
C 1.009 -1.602 1.769
N 0.355 -0.652 1.106
C -0.881 -0.650 1.608
H -2.172 -2.720 3.979
H -3.114 -1.954 2.682
H -2.483 -0.972 4.023
H 0.299 -3.000 3.459
H 2.044 -1.850 1.581
H -1.688 -0.001 1.290
*
```

<S²>: 6.021
Strongest force on any atom, Eh/bohr: 0.0187
HOMO-LUMO gap (spin up / spin down), eV: 9.319 / 6.738

---

No. 3
DFT (wB97M-V/def2-TZVPD) results for a molecular structure, C8H6F12N4O8S4Zn.

ORCA input file:
```
! RIJCOSX wB97M-V def2-TZVPD def2/J DEFGRID3
* xyz 0 1
Zn -0.150 0.069 -0.157
C 2.354 0.001 2.508
F 1.779 1.177 2.501
F 3.562 0.131 3.050
F 1.735 -0.946 3.181
S 2.753 -0.663 0.737
O 3.031 0.537 -0.023
O 3.868 -1.567 0.771
N 1.190 -1.264 0.318
S 1.463 -2.820 0.166
O 2.357 -3.176 -0.917
O 1.613 -3.503 1.435
C -0.204 -3.443 -0.435
F -1.130 -3.295 0.503
F -0.596 -2.800 -1.548
F -0.011 -4.714 -0.747
C -2.967 -1.605 2.527
F -3.493 -2.052 1.403
F -3.941 -1.540 3.433
F -2.031 -2.379 2.998
S -2.278 0.187 2.295
O -3.192 1.217 2.732
O -1.070 0.109 3.048
N -1.888 0.281 0.607
S -3.229 0.496 -0.256
O -2.993 -0.121 -1.543
O -4.497 0.297 0.375
C -3.124 2.396 -0.560
F -2.733 3.081 0.516
F -2.302 2.604 -1.580
F -4.343 2.825 -0.870
C 1.894 4.119 -0.969
C 1.193 2.918 -0.558
N 0.567 2.027 -0.221
H 2.653 4.406 -0.244
H 1.120 4.893 -0.970
H 2.337 4.135 -1.962
C 2.141 -0.409 -3.926
C 1.023 -0.283 -2.989
N 0.185 -0.169 -2.222
H 1.969 0.176 -4.828
H 2.402 -1.445 -4.118
H 2.982 0.110 -3.459
*
```

Strongest force on any atom, Eh/bohr: 0.0867
Relative energy (zero: lowest compared OMol25 entry of this formula, charge and spin), kcal/mol: 10.6
HOMO-LUMO gap, eV: 10.317

---

No. 4
DFT (wB97M-V/def2-TZVPD) results for 2 unconnected molecules or ions with the total composition C8H6FO3S.

ORCA input file:
```
! RIJCOSX wB97M-V def2-TZVPD def2/J DEFGRID3
* xyz -1 1
C -2.122 1.423 0.232
C -2.925 0.287 0.379
C -0.823 1.305 -0.158
C -2.474 -1.055 0.369
C -0.104 -0.022 -0.088
C -1.139 -1.138 0.600
C -0.034 -0.723 1.190
C 2.940 -0.868 -0.079
O 4.377 0.868 -0.944
O 2.169 0.780 -2.174
O 3.011 -1.107 1.058
F 3.222 -1.992 -0.875
S 2.886 0.846 -0.893
H -2.674 2.367 0.257
H -4.051 0.206 0.510
H -0.270 2.098 -0.627
H -3.137 -1.901 0.074
H 0.592 -0.315 -0.809
H 0.554 -1.058 1.979
*
```

Strongest force on any atom, Eh/bohr: 0.0905
Relative energy (zero: lowest compared OMol25 entry of this formula, charge and spin), kcal/mol: 79.9
HOMO-LUMO gap, eV: 7.575

---

No. 5
DFT (wB97M-V/def2-TZVPD) results for C8H6I2O2 in the gas phase.

ORCA input file:
```
! RIJCOSX wB97M-V def2-TZVPD def2/J DEFGRID3
* xyz 0 1
C 1.971 0.312 -1.947
C 2.078 -0.479 -0.813
C 0.818 1.048 -2.171
C 1.040 -0.544 0.097
C -0.222 0.989 -1.266
C -0.126 0.190 -0.123
C -1.286 0.195 0.782
C -1.328 -0.817 1.922
O -2.212 0.964 0.665
O -2.369 -0.694 2.784
I -1.659 -2.734 0.940
I -2.864 1.111 3.489
H 2.786 0.354 -2.653
H 2.976 -1.051 -0.637
H 0.731 1.666 -3.052
H 1.157 -1.164 0.972
H -1.129 1.553 -1.424
H -0.362 -0.899 2.437
*
```

SMILES: O=C(c1ccccc1)[C@H](I)OI
Strongest force on any atom, Eh/bohr: 0.0161
HOMO-LUMO gap, eV: 8.128

---

No. 6
DFT (wB97M-V/def2-TZVPD) results for C8H6N2 in the gas phase.

ORCA input file:
```
! RIJCOSX wB97M-V def2-TZVPD def2/J DEFGRID3
* xyz 0 1
C 1.613 -1.144 -1.038
C 2.263 0.083 -0.670
C 1.521 0.980 0.075
C 0.166 0.745 0.483
C -2.371 0.673 1.025
C -1.955 -0.446 0.295
C -0.550 -0.391 0.050
C 0.262 -1.395 -0.636
H 2.244 -1.918 -1.550
H 3.241 0.297 -1.048
H 2.085 1.887 0.163
H -3.414 0.621 1.339
H -2.562 -1.423 0.210
H -0.309 -2.250 -0.977
N -0.487 1.868 0.972
N -1.747 1.814 1.307
*
```

SMILES: c1ccc2nnccc2c1
Strongest force on any atom, Eh/bohr: 0.0712
Relative energy (zero: lowest compared OMol25 entry of this formula, charge and spin), kcal/mol: 30.2
HOMO-LUMO gap, eV: 8.510

---

No. 7
DFT (wB97M-V/def2-TZVPD) results for C8H6N2O in the gas phase.

ORCA input file:
```
! RIJCOSX wB97M-V def2-TZVPD def2/J DEFGRID3
* xyz 0 3
C -2.301 -0.458 -0.249
C -2.214 0.920 -0.050
C -1.155 -1.247 -0.109
C -0.962 1.513 0.149
C 0.103 -0.668 0.015
C 0.223 0.757 0.109
C 1.287 -1.473 -0.005
C 2.673 0.692 -0.173
N 1.537 -2.673 0.049
N 1.522 1.347 -0.005
O 3.851 1.036 -0.121
H -3.333 -0.765 -0.111
H -3.109 1.514 0.258
H -1.088 -2.367 -0.009
H -0.952 2.654 0.176
H 2.316 -3.181 -0.080
H 1.603 2.399 0.157
*
```

<S²>: 2.042
Strongest force on any atom, Eh/bohr: 0.0743
Relative energy (zero: lowest compared OMol25 entry of this formula, charge and spin), kcal/mol: 0.0
HOMO-LUMO gap (spin up / spin down), eV: 5.244 / 7.302

---

No. 8
DFT (wB97M-V/def2-TZVPD) results for C8H6N2O2 in the gas phase.

ORCA input file:
```
! RIJCOSX wB97M-V def2-TZVPD def2/J DEFGRID3
* xyz 0 1
C 3.343 0.234 -0.391
C 1.284 -0.083 0.181
C -0.237 -0.042 0.021
C -0.942 1.164 0.476
C -2.292 1.161 0.319
C -3.019 0.121 -0.218
C -2.286 -0.995 -0.690
C -0.935 -1.068 -0.494
H 3.911 -0.995 1.411
H -0.370 2.058 0.678
H -2.863 1.985 0.655
H -3.857 0.209 -0.361
H -2.895 -1.751 -0.931
H -0.210 -1.870 -0.887
N 3.210 -0.528 0.839
N 1.808 -0.725 1.125
O 4.297 0.606 -0.970
O 2.054 0.519 -0.762
*
```

SMILES: O=c1[nH]nc(-c2ccccc2)o1
Strongest force on any atom, Eh/bohr: 0.3408
Relative energy (zero: lowest compared OMol25 entry of this formula, charge and spin), kcal/mol: 78.9
HOMO-LUMO gap, eV: 10.301